A structure of composition C31H36N3O2 in a non-equilibrium geometry, computed with ωB97M-V/def2-TZVPD.

Geometry as ORCA input:
```
! wB97M-V def2-TZVPD RIJCOSX def2/J DEFGRID3
* xyz 1 1
C -0.06956 -2.72903 -3.72043
O -1.29426 -2.46604 -2.98359
C -1.11468 -2.17818 -1.68507
O -0.04638 -2.20778 -1.14676
C -2.41824 -1.87000 -0.96100
C -3.51226 -1.32223 -1.87555
C -4.28561 -0.32009 -1.03108
C -3.50341 -0.13407 0.27614
N -2.20075 -0.85028 0.08180
C -1.48949 -1.16949 1.24380
C -0.14532 -0.78756 1.51331
C 0.57697 -1.66767 2.48461
C -0.29503 -2.44769 3.52931
C -1.53081 -3.12803 2.95182
C -2.32248 -2.08260 2.16475
H -0.33723 -3.48546 -4.46037
H 0.24370 -1.79779 -4.20515
H 0.71141 -3.07921 -3.03993
H -2.75521 -2.84090 -0.54339
H -3.09620 -0.83753 -2.76766
H -4.13108 -2.15631 -2.21749
H -4.39382 0.64007 -1.54006
H -5.29360 -0.68731 -0.81995
H -3.31223 0.92268 0.50529
H -4.08370 -0.54286 1.11905
H 0.13426 -0.67087 0.13132
H 1.24455 -2.40689 1.99052
H 1.22013 -1.03313 3.11433
H 0.32407 -3.19684 4.04378
H -0.62910 -1.76384 4.33449
H -1.22505 -3.94572 2.28474
H -2.13664 -3.58614 3.75540
H -2.87698 -1.47549 2.92236
H -3.19425 -2.59889 1.68295
C 5.20477 -1.42278 -1.68956
N 3.90878 -0.82472 -1.42230
C 3.30913 -0.69997 -0.18012
C 2.01734 -0.19637 -0.30794
C 0.97018 0.11708 0.82902
C 0.60064 1.58715 0.87710
C 0.86163 2.63486 -0.01433
N 0.36576 3.82090 0.48605
C 0.33041 5.10996 -0.17581
C -0.08879 3.60041 1.77757
C 0.16213 2.23330 2.08685
C 0.00920 1.79803 3.39641
C -0.50550 2.69346 4.33963
C -0.82761 4.01882 3.99220
C -0.60812 4.50356 2.69304
C 1.86964 0.14719 -1.71341
C 3.07165 -0.28382 -2.39467
C 3.27891 -0.17753 -3.74814
C 2.29510 0.44728 -4.51208
C 1.11126 0.89387 -3.88260
C 0.90448 0.74064 -2.50600
H 5.29041 -1.73917 -2.73014
H 6.03937 -0.73855 -1.49367
H 5.34243 -2.30016 -1.04847
H 3.83801 -1.04994 0.70267
H 1.67855 0.03859 1.70805
H 1.32903 2.67139 -1.00897
H -0.42032 5.74740 0.29307
H 1.28519 5.64849 -0.13568
H 0.07205 4.99610 -1.23235
H 0.31540 0.78306 3.65618
H -0.65023 2.34956 5.36411
H -1.24905 4.67908 4.74741
H -0.82391 5.52690 2.39745
H 4.19809 -0.56429 -4.21764
H 2.40394 0.58896 -5.58410
H 0.34305 1.38764 -4.47166
H 0.00525 1.13675 -2.00945
*
```

Computed properties:
Orbital gap: 7.35 eV
Energy above the lowest of the compared OMol25 structures with the same formula, charge and spin: 359.3 kJ/mol

Mulliken atomic charge list, values in e, 5 entries:
1. C -0.602
2. O -0.373
3. C -0.001
4. O -0.573
5. C 0.775